(1)
A structure of composition C3H10N4O in a non-equilibrium geometry, computed with ωB97M-V/def2-TZVPD.

Element x y z (Å)
C: -0.777437 1.342156 -1.397244
H: -0.793349 2.476032 -1.703982
O: -0.146567 0.283037 1.943298
H: -0.078980 0.765832 0.900843
H: 1.374955 -0.952115 2.355854
C: 1.555716 -0.616227 0.317552
N: -1.880722 0.688929 -1.671624
H: -1.914879 0.066210 0.247254
H: 2.203322 0.167142 0.564042
H: 0.786933 1.856114 -0.196709
H: -2.534188 -1.344401 -1.305574
N: 1.059421 -0.369556 -0.936637
H: -0.069304 -0.795218 -0.766679
N: 0.127508 1.011534 -0.270516
H: 2.397689 -1.454666 0.128299
C: 0.549617 -0.892769 1.435009
H: -0.034412 -1.801127 1.232848
N: -1.825322 -0.430910 -0.876036

Force components x, y, z for each atom (eV/Å):
-2.0 3.2 0.9
0.5 -2.5 0.1
0.1 -1.1 -2.4
-1.3 -0.5 2.8
-2.1 -1.3 -2.0
2.8 -3.6 1.2
3.1 0.9 -0.2
-0.3 -3.1 -3.6
1.0 1.5 0.9
-0.8 -1.8 -0.4
2.3 4.1 2.4
-6.7 1.9 0.2
2.9 0.2 -1.8
1.6 2.7 -6.4
-2.1 1.0 0.7
3.7 1.0 4.4
-0.1 0.2 0.3
-2.7 -2.7 2.7

* HOMO: -8.8 eV
* strongest force on any atom: 7.1 eV/Å
* DFT total energy: -414.25336 Eh
* net charge: 0
* ΔE to the lowest compared entry with this formula, charge and spin: 944.8 kJ/mol

Mulliken population analysis, charges in e, atoms 1 to 2:
1. C -0.01
2. H 0.29


(2)
The ion C28H35N2 with charge +1 in a non-equilibrium geometry, computed with ωB97M-V/def2-TZVPD.

Element x y z (Å)
H: -1.543040 1.416042 1.238459
C: 2.437622 -1.503949 2.933917
H: 0.232757 3.820072 -2.369321
C: -0.690312 1.990784 -1.634550
C: 3.865030 0.476645 3.122525
H: 0.564895 -2.685372 -1.226809
C: -1.587219 -1.267595 -4.143770
H: 4.815557 0.963154 3.355932
N: -0.147922 1.181201 -0.427740
H: 2.153332 3.010471 0.712041
C: 3.714941 -0.906566 3.096379
C: -0.096167 -2.538599 3.484626
C: 0.944251 -3.404014 3.078994
H: -0.451085 3.913208 1.758374
C: -0.666026 3.346470 0.841090
H: -2.234027 -0.857829 -4.922181
H: 0.614560 4.786759 -0.126320
H: -0.361862 1.563110 3.176565
H: -2.240340 0.171375 -2.775265
H: -3.268489 -1.153658 -1.232944
H: -1.365442 -1.934503 1.587387
H: -0.180354 1.579641 -2.522755
C: -0.074731 -2.929208 -3.305117
H: -1.325607 4.060876 -1.563766
H: -0.747106 -0.510601 3.627596
C: -0.559482 1.855156 1.050932
C: -0.850963 -2.431511 -4.372157
H: 0.778958 2.682885 2.542218
C: -1.483153 -0.584503 -2.942568
C: 2.218054 -2.901618 2.883393
C: -0.559768 -0.219187 -0.512113
H: -0.299627 -3.978736 -5.810302
C: 0.346655 1.690753 2.337767
N: -1.902680 -0.408562 0.166872
H: 3.083498 -3.544769 2.735797
H: 2.329056 3.217079 -1.026086
H: 4.590752 -1.540872 3.265053
C: -2.172904 -1.266005 1.293869
H: 2.884244 2.389021 2.825055
H: -3.148661 0.663468 -1.121615
H: -1.787624 1.850014 -1.737331
C: 0.348788 3.733603 -0.232097
H: -3.040849 -1.886004 1.052450
H: 0.215440 -0.724076 0.094448
C: 2.768864 1.300646 2.834554
H: -2.477020 -0.650780 2.159168
H: 1.781451 0.779645 0.370557
C: 0.075255 -1.170107 3.376492
C: -0.387000 3.490947 -1.530557
H: -1.933149 -3.319016 -6.067545
C: 0.045915 -2.222284 -2.086118
C: 1.496715 0.749734 2.626732
C: 1.355937 1.355605 -0.456621
H: 1.713700 0.941011 -1.401185
H: -1.702885 3.599239 0.577535
H: 0.456998 -3.881859 -3.459630
H: -1.056948 -2.946753 3.800593
C: -0.586794 -0.962460 -1.914399
C: 1.642255 2.852794 -0.246547
C: -3.142901 -0.282255 -0.574804
C: 1.292891 -0.633504 2.932380
C: -0.905393 -3.065027 -5.750947
H: 0.752762 -4.464007 2.962104
H: -4.001901 -0.284968 0.120543
H: -0.541703 -2.370650 -6.529236

Force components x, y, z for each atom (eV/Å):
0.5 -0.1 -0.2
-0.3 0.7 0.2
-0.1 -0.2 -0.1
-0.4 0.1 0.0
0.2 -0.8 0.1
0.0 0.4 -0.7
0.3 0.0 0.2
-0.2 -0.4 -0.1
0.3 2.6 0.7
0.0 -0.2 -0.3
0.6 0.7 -0.2
0.2 0.4 -0.3
0.5 0.1 0.0
-0.2 -0.5 -0.1
0.0 0.4 0.2
0.1 -0.3 0.2
0.1 -0.1 -0.1
-0.1 0.0 -0.5
0.6 0.3 -0.2
-0.3 0.3 -0.2
0.0 0.3 -0.3
-0.4 -0.1 0.6
-0.1 0.2 -0.1
0.3 -0.1 0.0
0.0 0.0 -0.1
-0.4 -0.6 0.0
0.3 0.1 0.0
-0.2 -0.4 -0.3
0.0 -0.1 0.2
-0.4 0.0 0.3
-2.1 -3.6 0.7
-0.2 0.3 0.1
0.4 0.1 0.8
0.9 0.7 -0.7
-0.3 0.0 0.0
-0.3 0.0 0.2
-0.3 0.1 -0.2
0.2 -0.3 0.4
0.0 -0.4 -0.2
-0.4 -0.3 -0.1
1.0 -0.2 0.3
-0.1 0.0 -0.6
0.2 -0.2 0.1
-0.6 -0.2 -0.1
-1.3 -0.4 -0.4
0.2 -0.3 0.0
-0.2 -0.1 -0.3
-0.5 -0.8 -0.1
0.2 0.3 -0.4
0.3 0.1 0.4
-0.2 0.4 0.1
0.7 0.3 0.6
-0.4 0.1 0.0
0.0 0.2 0.0
0.4 0.2 -0.3
-0.3 0.5 0.3
0.3 0.1 0.0
-0.4 -0.1 0.1
0.0 0.8 0.3
0.0 0.1 -0.2
0.9 0.0 -0.1
0.0 -0.2 -0.2
0.1 0.0 0.2
0.5 0.2 -0.2
0.0 -0.2 0.5

* SMILES: Cc1ccc([C@H](N(C)C)[N@+]23CC[C@H](CC2)C[C@@H]3Cc2cccc3ccccc23)cc1
* HOMO: -10.7 eV
* strongest force on any atom: 4.2 eV/Å
* DFT total energy: -1197.15135 Eh
* net charge: +1
* ΔE to the lowest compared entry with this formula, charge and spin: 151.3 kJ/mol

Mulliken population analysis, charges in e, atoms 1 to 2:
1. H 0.76
2. C 0.29


(3)
A structure of composition C13H17MnN3O5S, computed with ωB97M-V/def2-TZVPD.

Element x y z (Å)
H: 0.712496 3.014188 -2.285879
H: -4.075689 0.149091 1.213179
C: 1.579126 2.861191 -0.448050
H: 3.247670 3.196348 -3.019846
C: -1.199819 -1.295801 1.511072
H: -2.852824 0.718089 -3.454642
H: -2.165525 -2.583652 2.926371
H: -0.072741 -3.880254 3.330530
O: 3.293517 -1.536831 0.216115
C: 1.065956 -1.659307 1.078417
Mn: -0.022499 0.336222 -0.544065
H: 2.941524 3.063658 1.064151
C: 2.187744 -1.104534 0.222068
C: 2.799444 3.744220 -2.195809
N: 1.561449 3.079448 -1.745664
H: 2.574740 4.759872 -2.516021
S: 0.205691 2.269041 0.479655
C: 1.103960 -2.724081 1.963827
H: -0.489085 0.674961 -4.103618
O: -0.540288 0.573007 -2.108342
N: 2.727048 3.201959 0.088864
C: -0.843198 -0.069456 -3.383927
O: -1.960152 0.458074 0.183589
C: -0.050349 -1.351315 -3.509418
C: -1.247964 -2.333595 2.411885
H: -2.712302 -0.890272 -2.705420
H: -2.571109 -0.712080 -4.453847
O: 1.758972 -0.049492 -0.496668
H: 4.510711 3.017610 -1.013001
H: 1.015285 -1.173802 -3.365522
C: 3.674286 3.707552 -0.919543
H: -0.192756 -1.771604 -4.504103
C: -0.067506 -3.053620 2.632365
H: -0.400458 -2.091673 -2.784985
N: -0.059027 -0.986516 0.883979
H: 4.045978 4.688501 -0.636058
C: -2.266040 -0.371786 1.045843
O: -3.439238 -0.492496 1.576850
H: 2.026759 -3.267797 2.115408
C: -2.339818 -0.240330 -3.499130

Force components x, y, z for each atom (eV/Å):
0.1 0.0 0.0
0.0 0.0 0.0
0.1 0.0 0.3
0.0 0.0 0.0
0.0 0.0 0.1
0.0 0.0 0.0
0.0 0.0 0.0
0.0 0.0 0.0
0.0 0.0 0.0
0.1 0.0 0.0
0.3 0.2 -0.1
0.0 0.0 0.0
-0.1 -0.1 0.1
0.0 0.0 0.0
-0.1 0.0 0.0
0.0 0.0 0.0
0.0 0.0 -0.4
0.0 0.0 0.0
0.0 -0.1 0.0
0.0 0.1 0.6
-0.1 0.1 0.1
0.1 -0.1 -0.2
-0.3 -0.1 0.1
0.0 0.0 0.1
0.0 0.0 0.0
0.0 0.0 0.0
0.0 0.0 0.0
-0.1 0.0 -0.2
0.0 0.0 0.0
0.0 0.0 0.0
0.0 0.0 -0.1
0.0 0.0 0.0
0.0 0.0 0.0
0.0 0.0 0.0
-0.1 -0.1 -0.2
0.0 0.0 0.0
0.0 0.1 -0.1
0.1 -0.1 0.0
0.0 0.0 0.0
0.0 0.0 0.1

* spin multiplicity: 2
* HOMO (alpha / beta): -16.4 / -16.4 eV
* strongest force on any atom: 0.6 eV/Å
* DFT total energy: -2594.69483 Eh
* net charge: +2
* ΔE to the lowest compared entry with this formula, charge and spin: 39.1 kJ/mol

Mulliken population analysis, charges in e, atoms 1 to 2:
1. H 0.22
2. H 0.43